No. 1
C22H31N3O2 in the gas phase at a distorted geometry. Source: the OMol25 dataset; level of theory: ωB97M-V with the def2-TZVPD basis set.

ORCA input file:
```
! wB97M-V def2-TZVPD RIJCOSX def2/J DEFGRID3
* xyz 0 1
O -1.06 3.41 0.50
C -1.68 2.48 0.01
C -2.87 1.84 0.73
C -2.47 0.60 1.53
C -2.35 -0.62 0.71
N -2.08 -0.74 -0.55
N -2.08 -2.06 -0.85
C -2.35 -2.69 0.25
C -2.52 -4.15 0.42
C -1.97 -4.67 1.75
C -0.44 -4.64 1.80
C 0.11 -3.24 1.76
C 0.01 -2.41 2.87
C 0.48 -1.11 2.82
C 1.05 -0.62 1.66
C 1.17 -1.44 0.56
C 0.70 -2.74 0.60
O -2.55 -1.83 1.28
N -1.43 1.95 -1.20
C -0.28 2.36 -1.98
C 0.85 1.33 -1.86
C 2.06 1.67 -2.73
C 2.79 2.95 -2.31
C 3.31 2.89 -0.86
C 4.58 3.73 -0.89
C 5.22 3.31 -2.21
C 4.04 3.22 -3.18
H -3.26 2.59 1.42
H -3.65 1.59 0.01
H -3.20 0.40 2.32
H -1.51 0.78 2.02
H -3.60 -4.37 0.37
H -2.04 -4.64 -0.43
H -2.37 -4.06 2.56
H -2.31 -5.69 1.89
H -0.04 -5.22 0.97
H -0.12 -5.12 2.73
H -0.44 -2.79 3.78
H 0.39 -0.48 3.70
H 1.41 0.40 1.63
H 1.62 -1.07 -0.35
H 0.78 -3.37 -0.27
H -1.82 1.04 -1.40
H -0.58 2.47 -3.02
H 0.04 3.33 -1.59
H 1.15 1.27 -0.82
H 0.45 0.36 -2.16
H 1.74 1.77 -3.77
H 2.77 0.83 -2.68
H 2.10 3.79 -2.41
H 2.57 3.27 -0.15
H 3.55 1.86 -0.60
H 5.23 3.54 -0.03
H 4.34 4.79 -0.91
H 5.98 4.02 -2.55
H 5.69 2.34 -2.10
H 4.19 2.43 -3.91
H 3.92 4.16 -3.72
*
```

Values from the calculation:
molar mass = 369.5 u
energy relative to the best compared isomer or geometry (same formula, charge and spin) = 20.0 kcal per mole
electronic energy = -31883.48993 eV
SMILES = O=C(CCc1nnc(CCCc2ccccc2)o1)NCCCC1CCCC1
HOMO energy = -9.059 eV

***

No. 2
A molecular structure, C23H42N2O3P2Ru at a distorted geometry. Source: the OMol25 dataset; level of theory: ωB97M-V with the def2-TZVPD basis set.

ORCA input file:
```
! wB97M-V def2-TZVPD RIJCOSX def2/J DEFGRID3
* xyz 2 5
P -0.20 0.87 -2.26
P 0.20 -2.80 0.47
C 0.38 -0.95 -1.93
C -0.41 -1.99 -1.09
H 1.36 -0.79 -1.47
H 0.49 -1.33 -2.97
H -1.48 -1.70 -0.95
H -0.40 -2.92 -1.74
C 1.91 -3.28 0.35
H 2.28 -3.68 1.31
H 2.54 -2.43 0.04
H 1.97 -4.09 -0.39
C -0.94 -4.04 1.05
H -1.12 -4.74 0.22
H -1.90 -3.63 1.37
H -0.51 -4.62 1.88
C 0.54 1.53 -3.79
H 0.79 2.60 -3.65
H -0.16 1.45 -4.65
H 1.47 1.02 -4.07
C -1.97 1.18 -2.45
H -2.48 0.83 -1.54
H -2.36 0.72 -3.38
H -2.17 2.27 -2.53
Ru -1.33 -1.54 -4.03
C -2.16 -3.37 -4.11
C -0.72 -3.35 -4.27
C -0.07 -3.52 -5.60
C -0.52 -2.41 -6.59
C -1.07 -1.16 -5.93
C -2.43 -0.95 -5.51
C -3.52 -1.96 -5.74
C -3.17 -3.38 -5.22
C 0.45 1.73 -0.84
H -2.54 -3.99 -3.28
H -0.18 -3.81 -3.47
H -0.23 -4.51 -6.05
H 1.01 -3.47 -5.39
H 0.42 -2.10 -7.05
H -1.17 -2.82 -7.37
H -0.58 -0.25 -6.33
H -2.74 0.09 -5.29
H -3.80 -2.01 -6.82
H -4.39 -1.59 -5.15
H -4.09 -3.78 -4.74
H -2.96 -4.12 -6.01
H -0.26 1.52 -0.04
H 0.50 2.80 -1.04
H 1.42 1.31 -0.60
C 1.85 2.32 2.73
C 0.88 1.42 3.46
C 1.10 -0.09 3.33
C 2.37 -0.66 4.02
C 3.71 -0.13 3.51
C -0.11 -0.76 3.96
O -0.13 -1.48 4.93
N -1.28 -0.42 3.20
C -1.26 -1.02 1.94
O -2.24 -1.11 1.21
N 0.02 -1.51 1.62
C 1.06 -0.60 1.89
O 1.89 -0.30 1.03
H 2.84 2.28 3.20
H 1.48 3.35 2.80
H 1.93 2.02 1.68
H 0.90 1.65 4.54
H -0.15 1.63 3.12
H 2.28 -0.49 5.10
H 2.34 -1.76 3.87
H 3.98 0.80 4.05
H 4.48 -0.88 3.72
H 3.67 0.05 2.43
H -2.15 -0.47 3.68
*
```

Values from the calculation:
molar mass = 557.6 u
energy relative to the best compared isomer or geometry (same formula, charge and spin) = 23.4 kcal per mole
electronic energy = -54794.52617 eV
HOMO energy (alpha / beta) = -10.553 / -14.335 eV

***

No. 3
A molecular structure, C40H36BINO2PRu at a distorted geometry. Source: the OMol25 dataset; level of theory: ωB97M-V with the def2-TZVPD basis set.

ORCA input file:
```
! wB97M-V def2-TZVPD RIJCOSX def2/J DEFGRID3
* xyz -1 6
Ru -1.09 0.62 1.36
C -6.33 -3.04 2.78
C -5.28 -2.47 3.50
C -4.13 -2.09 2.87
C -3.98 -2.26 1.48
C -5.03 -2.85 0.76
C -6.18 -3.24 1.41
P -2.74 -1.24 0.62
C -2.60 -2.08 -0.98
C -2.05 -3.37 -0.99
C -1.73 -3.99 -2.18
C -1.96 -3.34 -3.39
C -2.48 -2.05 -3.39
C -2.78 -1.42 -2.20
C -3.62 0.31 0.28
C -4.95 0.44 -0.19
C -5.59 1.65 -0.07
C -4.97 2.74 0.53
C -3.66 2.62 1.00
C -3.00 1.43 0.88
H -7.25 -3.32 3.28
H -5.39 -2.32 4.57
H -3.32 -1.64 3.44
H -4.93 -3.00 -0.31
H -6.98 -3.71 0.85
H -1.90 -3.88 -0.05
H -1.30 -4.98 -2.18
H -1.72 -3.83 -4.32
H -2.66 -1.55 -4.33
H -3.18 -0.42 -2.19
H -5.45 -0.43 -0.60
H -6.61 1.75 -0.43
H -5.50 3.67 0.65
H -3.18 3.48 1.47
C 8.01 1.22 1.83
C 6.93 0.36 1.15
C 7.13 -1.09 1.62
C 7.13 0.44 -0.37
C 5.51 0.81 1.50
C 5.26 1.98 2.20
C 3.97 2.40 2.52
C 2.93 1.60 2.11
O 1.59 1.74 2.28
B 0.98 0.63 1.69
O 1.98 -0.19 1.15
C 3.17 0.41 1.41
C 4.44 0.01 1.08
H 8.99 0.82 1.60
H 7.88 1.22 2.91
H 7.97 2.25 1.47
H 8.17 -1.39 1.48
H 6.50 -1.78 1.08
H 6.89 -1.18 2.68
H 8.12 0.08 -0.65
H 7.02 1.47 -0.70
H 6.38 -0.15 -0.89
H 6.07 2.61 2.52
H 3.79 3.30 3.08
H 4.58 -0.90 0.53
I -1.49 0.80 3.94
C 1.74 -1.85 -2.81
C 1.60 -0.54 -3.25
C 0.86 0.37 -2.53
C 0.23 -0.01 -1.32
C 0.44 -1.33 -0.87
C 1.17 -2.23 -1.61
N -0.50 0.86 -0.57
C -1.00 2.03 -1.12
C -0.90 3.23 -0.41
C -1.47 4.39 -0.89
C -2.17 4.38 -2.09
C -2.26 3.20 -2.82
C -1.67 2.04 -2.36
H 2.30 -2.56 -3.40
H 2.09 -0.22 -4.16
H 0.77 1.39 -2.87
H 0.03 -1.62 0.09
H 1.29 -3.24 -1.25
H -0.35 3.23 0.54
H -1.38 5.31 -0.33
H -2.66 5.27 -2.45
H -2.80 3.18 -3.76
H -1.74 1.13 -2.93
*
```

Values from the calculation:
molar mass = 832.5 u
energy relative to the best compared isomer or geometry (same formula, charge and spin) = 11.4 kcal per mole
electronic energy = -68298.01248 eV
HOMO energy (alpha / beta) = -0.717 / -5.006 eV

***

No. 4
2 unconnected molecules or ions with the total composition C9H16N2S at a distorted geometry. Source: the OMol25 dataset; level of theory: ωB97M-V with the def2-TZVPD basis set.

ORCA input file:
```
! wB97M-V def2-TZVPD RIJCOSX def2/J DEFGRID3
* xyz 0 1
C 1.17 -2.06 -0.39
C -1.09 -0.46 -1.05
C 0.54 0.55 0.05
C -1.84 -0.26 0.18
C -2.80 1.00 -0.03
C -2.79 -1.44 0.46
C 2.42 0.26 1.58
C 2.76 1.01 -0.91
C 1.94 1.11 0.35
N 1.67 -3.13 -0.47
N -0.09 0.59 -1.16
S -0.53 0.25 1.40
H -0.31 -1.39 -1.03
H -1.78 -0.52 -2.03
H -2.40 1.94 0.22
H -3.60 1.01 0.78
H -3.27 0.89 -1.00
H -3.59 -1.47 -0.17
H -3.07 -1.49 1.41
H -2.17 -2.32 0.32
H 3.58 0.23 1.70
H 2.11 -0.83 1.66
H 1.99 0.64 2.62
H 3.72 1.35 -0.65
H 2.41 1.71 -1.54
H 2.65 0.09 -1.28
H 1.76 2.04 0.82
H 0.62 0.69 -1.86
*
```

Values from the calculation:
molar mass = 184.3 u
energy relative to the best compared isomer or geometry (same formula, charge and spin) = 92.9 kcal per mole
electronic energy = -23403.54754 eV
HOMO energy = -8.615 eV